ORCA calculation (ωB97M-V/def2-TZVPD) on C4H7N3S in the gas phase in a non-equilibrium geometry.

Each line ends with the Löwdin charge.
Positions of all 15 atoms, in Å:
C: 0.144 -0.362 -1.553  -0.51
C: -0.141 -0.598 -0.125  -0.62
C: -0.160 0.544 0.827  -0.35
C: 0.712 0.432 2.058  -0.15
H: -1.261 1.177 -1.827  0.08
H: -0.316 0.882 -3.111  0.07
H: 0.882 -2.039 -1.759  0.01
H: -0.274 1.532 0.402  0.13
H: 1.155 1.388 2.405  0.11
H: 1.303 -0.436 2.346  0.11
H: -1.079 -0.476 2.215  0.04
N: -0.402 0.809 -2.139  0.12
N: 0.669 -1.229 -2.324  0.13
N: -0.690 0.457 2.165  0.01
S: -0.541 -2.081 0.421  0.81

Its SMILES is [H]/N=C(/N)C(=S)[C@@H]1CN1. As for the relative energy (zero: lowest compared OMol25 entry of this formula, charge and spin): 2.590 eV. Its HOMO energy is -9.30 eV. The HOMO-LUMO gap is 0.3032 hartree.



ORCA calculation (ωB97M-V/def2-TZVPD) on C22H18N2O4 in the gas phase in a non-equilibrium geometry.

Each line ends with the Löwdin charge.
Positions of all 46 atoms, in Å:
C: 1.186 2.647 0.876  -0.02
C: 0.949 1.616 -0.167  -0.25
C: 0.309 1.702 -1.365  0.03
C: 0.347 0.410 -1.971  -0.11
C: 1.022 -0.426 -1.085  -0.18
N: 1.371 0.312 -0.003  0.03
C: 2.071 -0.175 1.124  -0.22
C: 3.387 0.208 1.332  -0.01
C: 4.109 -0.250 2.431  0.02
C: 3.462 -1.099 3.295  -0.20
C: 2.135 -1.487 3.085  -0.19
C: 1.413 -1.038 2.008  0.09
H: 0.388 -1.328 1.852  0.14
O: 1.744 -2.326 4.088  0.04
C: 2.862 -2.463 4.939  -0.15
O: 3.930 -1.688 4.435  0.04
H: 2.600 -2.117 5.951  0.14
H: 3.164 -3.522 4.984  0.14
H: 5.131 0.044 2.597  0.12
H: 3.861 0.866 0.621  0.12
C: 1.352 -1.867 -1.198  0.01
H: 2.387 -2.045 -0.909  0.09
H: 1.199 -2.189 -2.224  0.07
H: 0.714 -2.465 -0.545  0.09
C: -0.184 0.017 -3.254  -0.36
O: 0.072 -1.033 -3.818  0.07
C: -1.123 1.016 -3.948  -0.10
O: -1.972 1.752 -3.095  -0.05
C: -2.827 1.089 -2.283  -0.26
C: -3.002 -0.294 -2.261  0.01
C: -3.906 -0.860 -1.384  -0.01
C: -4.649 -0.060 -0.517  -0.25
C: -4.478 1.327 -0.543  -0.02
C: -3.578 1.891 -1.416  0.01
H: -3.431 2.958 -1.451  0.12
H: -5.054 1.949 0.126  0.12
C: -5.566 -0.646 0.380  -0.20
N: -6.309 -1.122 1.113  0.15
H: -4.040 -1.932 -1.367  0.12
H: -2.440 -0.936 -2.918  0.11
H: -0.509 1.767 -4.454  0.15
H: -1.700 0.471 -4.708  0.14
H: -0.128 2.586 -1.782  0.12
H: 0.875 2.282 1.855  0.09
H: 0.618 3.542 0.636  0.08
H: 2.241 2.914 0.938  0.08

Its SMILES is Cc1cc(C(=O)COc2ccc(C#N)cc2)c(C)n1-c1ccc2c(c1)OCO2. As for the relative energy (zero: lowest compared OMol25 entry of this formula, charge and spin): 2.113 eV. Its HOMO energy is -8.29 eV. The HOMO-LUMO gap is 0.3235 hartree.



ORCA calculation (ωB97M-V/def2-TZVPD) on a molecular structure, C10H27ClGaO6S2 in a non-equilibrium geometry.

Each line ends with the Löwdin charge.
Positions of all 47 atoms, in Å:
C: -2.877 2.121 1.396  -0.32
Ga: -3.631 4.074 1.282  0.21
C: -5.645 3.921 1.889  -0.38
C: -6.269 2.703 0.928  -0.37
C: -7.897 2.819 0.775  -0.59
Cl: -8.804 1.563 1.823  0.36
H: -3.689 1.305 1.106  -0.01
H: -2.018 2.019 0.601  -0.03
H: -2.503 1.948 2.508  -0.01
H: -2.828 5.125 2.179  -0.14
H: -3.712 4.555 -0.269  -0.12
H: -5.676 3.637 3.038  0.04
H: -6.244 4.928 1.696  0.03
H: -5.768 2.884 -0.139  0.08
H: -5.889 1.672 1.350  0.09
H: -8.146 2.628 -0.376  0.08
H: -8.285 3.922 1.012  0.08
O: 0.250 1.043 -0.330  -0.28
S: 0.642 1.258 -1.707  0.62
O: -0.328 1.531 -2.747  -0.28
O: 1.594 0.024 -2.187  -0.27
C: 1.089 -1.301 -2.091  -0.28
C: 0.049 -1.582 -3.159  -0.08
C: 1.871 2.536 -1.758  -0.13
H: 0.689 -1.488 -1.088  0.12
H: 1.938 -1.980 -2.230  0.10
H: -0.844 -0.966 -3.013  0.07
H: -0.263 -2.630 -3.133  0.08
H: 0.443 -1.350 -4.153  0.08
H: 2.631 2.331 -1.004  0.07
H: 1.373 3.484 -1.542  0.08
H: 2.307 2.568 -2.758  0.07
O: 3.558 -2.857 -0.414  -0.28
S: 4.954 -2.899 -0.037  0.63
O: 5.950 -3.566 -0.852  -0.29
O: 5.075 -3.446 1.494  -0.27
C: 4.512 -4.713 1.809  -0.28
C: 5.347 -5.850 1.250  -0.08
C: 5.515 -1.242 0.261  -0.12
H: 3.476 -4.771 1.457  0.12
H: 4.486 -4.790 2.902  0.12
H: 5.344 -5.843 0.156  0.07
H: 4.956 -6.818 1.578  0.08
H: 6.389 -5.758 1.571  0.08
H: 4.796 -0.732 0.902  0.08
H: 5.584 -0.736 -0.705  0.08
H: 6.500 -1.281 0.729  0.07

Its HOMO energy is -4.16 eV. The HOMO-LUMO gap is 0.2195 hartree. Its total charge is -1.



ORCA calculation (ωB97M-V/def2-TZVPD) on 2 unconnected molecules or ions with the total composition C3H7NO3 in a non-equilibrium geometry.

Each line ends with the Löwdin charge.
Positions of all 14 atoms, in Å:
C: 2.473 0.518 0.147  -0.54
C: -1.815 0.388 0.100  -0.08
C: 0.473 -0.536 0.426  -0.24
N: -0.480 0.379 -0.334  -0.07
O: 1.969 1.552 -0.077  0.08
O: 3.175 -0.395 0.046  0.15
O: 0.244 -1.868 -0.124  -0.13
H: -1.963 1.148 0.953  0.13
H: -2.605 0.520 -0.673  0.11
H: -1.887 -0.583 0.525  0.07
H: 0.035 -0.622 1.436  0.09
H: -0.150 1.363 -0.311  0.15
H: -0.448 0.208 -1.317  0.16
H: 0.978 -2.072 -0.795  0.11

As for the relative energy (zero: lowest compared OMol25 entry of this formula, charge and spin): 3.949 eV. Its HOMO energy is -7.41 eV. The HOMO-LUMO gap is 0.2876 hartree.



ORCA calculation (ωB97M-V/def2-TZVPD) on a molecular structure, C16H12N5O5SZn in a non-equilibrium geometry.

Each line ends with the Löwdin charge.
Positions of all 40 atoms, in Å:
Zn: 0.176 0.825 -0.198  0.46
N: 0.077 4.358 -2.424  0.05
C: -0.159 3.540 -1.398  -0.90
S: -1.299 2.252 -1.570  0.56
N: 0.399 3.837 -0.216  -0.05
N: 0.259 2.841 0.656  -0.13
C: 0.485 3.117 1.937  -0.09
C: -0.033 2.273 2.941  -0.18
C: 0.136 2.642 4.269  -0.09
C: -0.571 2.058 5.296  -0.13
C: -1.425 0.986 4.973  -0.12
C: -1.461 0.497 3.698  -0.05
C: -0.725 1.028 2.643  -0.38
O: -0.640 0.402 1.525  -0.17
H: -0.311 4.157 -3.340  0.08
H: 0.856 5.029 -2.336  0.11
H: 1.027 4.026 2.267  0.12
H: 0.813 3.485 4.428  0.10
H: -0.519 2.479 6.304  0.09
H: -2.000 0.527 5.768  0.09
H: -2.077 -0.344 3.382  0.11
N: 2.789 -0.106 1.646  0.17
C: 2.036 0.264 0.834  0.03
H: 3.273 -0.542 2.414  0.10
O: 1.855 -0.318 -3.812  0.02
C: 1.254 -0.543 -2.753  -0.56
O: 1.368 0.215 -1.683  -0.18
C: 0.467 -1.859 -2.669  -0.11
C: 1.014 -2.906 -3.492  0.01
C: 0.458 -4.172 -3.493  0.01
C: -0.768 -4.313 -2.784  -0.17
C: -1.353 -3.284 -2.027  0.03
C: -0.704 -2.031 -1.990  -0.02
N: -1.254 -5.651 -2.653  -0.34
O: -0.612 -6.559 -3.245  0.02
O: -2.216 -5.860 -1.909  0.05
H: 1.934 -2.692 -4.058  0.12
H: 0.832 -5.000 -4.055  0.10
H: -2.298 -3.497 -1.470  0.13
H: -1.084 -1.162 -1.405  0.11

As for the relative energy (zero: lowest compared OMol25 entry of this formula, charge and spin): 0.883 eV. Its HOMO energy is -3.99 eV. The HOMO-LUMO gap is 0.1980 hartree. Its total charge is -1.